(1)
# C4H8N

An isolated ion of composition C4H8N and charge +1 in a non-equilibrium geometry (ωB97M-V/def2-TZVPD, the OMol25 dataset).

Properties
Energy above the lowest of the compared OMol25 structures with the same formula, charge and spin: 265.8 kJ/mol
Gap between HOMO and LUMO: 7.66 eV
Calculated total energy: -5757.1093 eV
F_max: 2.6 eV/A

Geometry as ORCA input:
```
! wB97M-V def2-TZVPD RIJCOSX def2/J DEFGRID3
* xyz 1 1
N 0.39835 -0.93395 -0.32814
H 2.31513 -1.41678 0.10676
H -2.12776 0.61216 -1.40745
H 1.58847 -0.51303 1.42650
C -1.03752 0.64274 -1.43932
C -0.37474 0.12762 -0.16537
H 1.11596 -2.20070 1.17960
C -0.56467 0.87210 0.99210
H -0.71410 0.06890 -2.30453
H 0.02790 0.62075 1.86604
C 1.38690 -1.27077 0.66933
H -0.76667 1.68398 -1.62884
H -1.24726 1.70698 1.03333
*
```

The Löwdin scheme yields these atomic charges, measured in e: 0.194 0.126 0.096 0.081 -0.018 -0.329 0.130 0.348 0.091 0.102 -0.046 0.098 0.126

=====

(2)
# C12H10F3N2O10S

A 2-piece molecular cluster, C12H10F3N2O10S overall in a non-equilibrium geometry (ωB97M-V/def2-TZVPD, the OMol25 dataset).

Properties
Gap between HOMO and LUMO: 5.93 eV
Calculated total energy: -55045.1337 eV
F_max: 1.5 eV/A

Geometry as ORCA input:
```
! wB97M-V def2-TZVPD RIJCOSX def2/J DEFGRID3
* xyz -1 1
H -1.54931 2.75415 3.83305
C -0.67977 2.30169 3.35662
O -2.30145 -2.32918 -0.08431
H 2.86486 -2.36934 -2.10612
H -0.11596 1.68755 4.05540
F -1.34377 -4.01335 1.06098
S 1.16744 -0.94950 -2.81736
F -2.53432 -4.47127 -0.70798
O -1.64030 2.26865 1.10604
O 3.25920 2.06795 2.82671
H 1.78659 -1.97402 -0.70027
N 3.27314 1.10166 2.04061
C -2.40704 -3.60560 0.33085
C -1.27451 1.71329 -0.06700
H -1.16124 -2.61298 -1.80353
O 0.14602 1.94493 -3.20865
C -1.13115 -2.06016 -0.86156
O 2.19651 0.49905 1.78382
H -0.13123 1.04672 1.75828
C -1.94305 0.42138 -0.45670
C -0.09598 -0.05625 -1.92080
C 1.84879 -2.21064 -1.75968
O 0.55742 -1.58071 -3.95983
O 2.66265 3.58161 -0.79767
H 1.28445 -3.12466 -1.94681
H -0.01461 3.08787 3.00278
C -1.01026 -0.58320 -1.11457
O 4.33105 0.72594 1.51411
H -0.24861 -2.39311 -0.31633
C -0.36436 2.22275 -0.89399
C -1.05993 1.45102 2.17032
H -1.73020 0.62970 2.43896
C -0.07252 1.44307 -2.14122
O 2.23082 -0.04107 -3.11968
N 0.29377 3.45098 -0.65404
F -3.50378 -3.71346 1.09466
O -3.11587 0.22795 -0.27938
C 1.52652 3.46056 -0.65571
*
```

The Löwdin scheme yields these atomic charges, measured in e: 0.072 -0.057 0.059 0.079 0.085 0.154 0.656 0.146 -0.014 -0.079 0.078 -0.650 -0.681 -0.196 0.145 0.162 -0.086 -0.122 0.098 -0.239 -0.119 -0.120 -0.305 0.236 0.065 0.082 -0.040 -0.070 0.122 -0.107 -0.208 0.125 -0.299 -0.282 0.212 0.172 0.174 -0.251

=====

(3)
# C19H25N3O4

One molecule with the formula C19H25N3O4 (ωB97M-V/def2-TZVPD, the OMol25 dataset).

Properties
SMILES string: CCCCCNC(=O)c1ccc2c(=O)n(C[C@@H]3CCCO3)c(=O)[nH]c2c1
Energy above the lowest of the compared OMol25 structures with the same formula, charge and spin: 0.0 kJ/mol
Gap between HOMO and LUMO: 9.03 eV
Calculated total energy: -32771.5934 eV
F_max: 0.7 eV/A

Geometry as ORCA input:
```
! wB97M-V def2-TZVPD RIJCOSX def2/J DEFGRID3
* xyz 0 1
H 5.71561 3.23288 3.34340
C -4.48612 -0.83670 -3.11583
C -5.67565 -2.34676 -0.73291
H -4.53326 -0.61979 -4.18386
H -5.78791 -3.13384 0.01629
H 2.00279 2.22250 1.38015
C -2.11103 -1.01684 -3.45668
H -4.23859 -2.94137 -3.52765
C 6.60664 1.27401 3.35759
H 8.20393 2.68319 3.72083
C -4.85306 -2.31696 -2.87304
H -0.09008 -1.16248 -3.55526
H 7.79885 1.68191 5.11483
C 1.02314 0.38888 -0.04896
H 4.37873 2.86681 1.28083
C 0.76096 -0.16765 -1.29003
N -3.13741 -0.57427 -2.64408
C 7.91043 1.68301 4.03259
H -7.30068 -1.20135 -1.61694
C -1.60673 0.11031 -0.91573
C -0.03348 0.77937 0.77850
C -0.55098 -0.30584 -1.73324
H 6.33560 0.26438 3.67288
O -3.95187 0.36282 -0.74432
O 3.30528 -0.27633 -0.02232
H 1.58831 -0.49137 -1.90352
H -6.78097 -1.91988 -3.82867
N -0.84323 -0.83429 -2.96518
C 4.11717 1.80541 3.14682
H -2.16836 0.92949 0.96412
H -6.53942 -3.59102 -3.29293
C -1.33337 0.63758 0.34584
N 2.74198 1.58976 1.11989
H 4.72516 1.12211 1.17742
H 3.89050 0.78642 3.46639
H 3.34297 2.46406 3.55124
C -2.99120 -0.01491 -1.38223
C -6.90563 -2.21560 -1.65262
H -7.69883 -2.90037 -1.36014
C 4.06769 1.87211 1.61961
C -6.35777 -2.54537 -3.04641
C 2.46202 0.51431 0.35214
H 0.15903 1.16478 1.76851
C 5.47156 2.23294 3.71054
H 5.39027 2.29322 4.79850
H -5.15268 -0.18002 -2.55596
H 6.75464 1.25715 2.27713
O -2.30229 -1.50957 -4.54420
H -5.45900 -1.40071 -0.22267
H 8.70936 0.99411 3.76970
O -4.57300 -2.71021 -1.55035
*
```

The Löwdin scheme yields these atomic charges, measured in e: 0.113 -0.059 -0.181 0.138 0.120 0.132 -0.463 0.150 -0.274 0.071 -0.313 0.169 0.070 -0.118 0.130 0.060 0.084 -0.117 0.107 -0.054 -0.025 -0.158 0.113 0.086 0.072 0.128 0.115 0.182 -0.195 0.123 0.116 0.012 0.066 0.114 0.118 0.108 -0.349 -0.140 0.105 -0.183 -0.118 -0.452 0.110 -0.233 0.111 0.131 0.103 0.096 0.103 0.068 -0.091